C19H25CeN3SSi | ωB97M-V with the def2-TZVPD basis set

Calculated values
Orbital gap (spin up / spin down), Eh: 0.2171 / 0.2151
Total charge: +2
F_max, eV/A: 3.704

The geometry in XYZ format:
```
50
Properties=species:S:1:pos:R:3:forces:R:3
C -2.8796 1.2303 2.5778 -0.1 -1.2 0.7
C -2.9242 0.2107 1.5696 -0.1 -0.3 1.4
C -1.9931 -0.8267 1.9420 -0.7 0.5 1.0
H -3.4981 0.2717 0.6540 -0.1 -0.2 0.1
C -1.3605 -0.4330 3.1703 -1.1 0.4 -0.2
C -1.8881 0.8519 3.5546 -0.7 -0.9 -0.4
H -1.6247 1.4195 4.4553 -0.1 -0.3 -0.5
H -3.5018 2.1202 2.6275 0.2 -0.4 -0.1
H -1.7713 -1.7196 1.3668 -0.1 0.1 0.1
H -0.6200 -1.0013 3.7338 -0.1 0.2 -0.3
Ce -0.7064 1.1924 1.3051 2.6 1.5 -2.1
C 3.6772 1.4592 -1.4451 -0.9 -0.1 0.3
H -1.3190 0.1234 -0.5120 0.0 -0.3 0.7
H 3.7292 1.7448 -2.4962 0.0 0.0 0.2
H 2.9431 2.0875 -0.8979 0.2 -0.3 -0.5
Si 0.1219 -0.6132 -0.8518 0.2 -2.5 -1.5
C -0.2344 -0.9136 -2.6919 0.5 0.6 -0.3
C -1.3836 -1.5343 -3.2350 0.1 0.4 -0.2
H -2.1528 -1.9573 -2.5915 0.0 0.2 0.0
C -1.5509 -1.6366 -4.6255 0.6 0.2 0.0
H -2.4502 -2.0908 -5.0485 0.3 0.1 0.3
C -0.5499 -1.1587 -5.4928 0.2 0.1 0.3
H -0.6864 -1.2044 -6.5858 0.1 0.0 0.7
C 0.6439 -0.6400 -4.9559 -0.3 -0.2 0.0
H 1.4503 -0.3113 -5.6200 -0.3 -0.2 0.3
C 0.8077 -0.5403 -3.5665 -0.5 -0.1 -0.6
H 1.7675 -0.1906 -3.1890 -0.2 0.1 0.0
C 0.8756 -2.3895 -0.4896 0.2 0.7 0.9
C 1.1010 -3.4221 -1.4393 0.0 0.1 0.0
H 0.7935 -3.2782 -2.4749 -0.1 -0.1 0.3
C 1.7839 -4.6055 -1.0951 -0.4 0.7 -0.2
H 1.9495 -5.3711 -1.8508 -0.1 0.2 0.1
C 2.2755 -4.7860 0.1925 -0.1 0.5 -0.2
H 2.8337 -5.6866 0.4350 -0.2 0.2 0.1
C 2.1180 -3.7580 1.1221 -0.1 0.1 0.2
H 2.5582 -3.8878 2.1068 -0.1 0.2 -0.1
C 1.4328 -2.5822 0.7933 0.3 -0.6 -0.2
H 1.3882 -1.7778 1.5264 -0.1 -0.1 0.1
H 3.4208 0.3932 -1.3418 0.0 0.3 -0.1
H 4.6180 1.6072 -0.9592 0.7 0.1 0.1
N 0.4925 3.2985 2.6351 0.2 0.0 0.0
N -0.5064 3.8951 3.4754 0.3 0.5 -0.3
C -1.5970 4.3697 2.7992 -0.3 0.6 1.1
N -2.3482 5.2568 3.4954 1.0 -0.9 -0.8
S -1.9319 3.8148 1.2186 -0.1 0.7 0.2
H 1.3639 3.2430 3.1674 -0.2 -0.1 0.0
H 0.6579 3.9403 1.8409 0.1 -0.1 0.5
H -0.1426 4.4621 4.2539 -0.2 -0.3 -0.5
H -3.1676 5.6515 3.0734 -0.3 0.1 -0.1
H -2.0151 5.6727 4.3642 -0.2 -0.2 -0.4
```
Forces are in eV/Å.

***

C6H12O | ωB97M-V with the def2-TZVPD basis set

Calculated values
SMILES string: CC[C@@]1(C)C[C@H]1O
Orbital gap, Eh: 0.3741
Relative energy (zero: lowest compared OMol25 entry of this formula, charge and spin), kcal per mole: 26.0
Total charge: 0
F_max, eV/A: 0.389

The geometry in XYZ format:
```
19
Properties=species:S:1:pos:R:3:forces:R:3
C 2.0828 0.1910 -0.4683 0.0 0.0 -0.1
C 1.0483 -0.1485 0.6027 0.0 -0.1 0.1
C -0.3801 -0.2870 0.1028 -0.1 0.2 -0.1
C -0.5860 -1.1989 -1.0946 0.0 0.0 0.0
C -1.4571 -0.2412 1.1641 -0.1 -0.1 0.2
C -1.3251 0.8940 0.2094 0.0 -0.3 -0.2
O -0.9042 2.1147 0.7437 0.1 0.2 -0.1
H 1.9133 1.1881 -0.8900 0.0 -0.1 0.0
H 2.0632 -0.5301 -1.2933 0.0 0.1 0.1
H 3.0912 0.1736 -0.0406 -0.1 0.0 -0.1
H 1.0719 0.6114 1.3909 0.0 -0.1 -0.1
H 1.3276 -1.1014 1.0762 0.0 0.1 -0.1
H -0.4531 -0.6646 -2.0419 0.1 0.0 0.1
H 0.1270 -2.0282 -1.0810 -0.1 0.0 0.0
H -1.5899 -1.6335 -1.1045 0.1 0.1 0.0
H -1.1299 -0.0371 2.1803 0.0 0.0 -0.1
H -2.3176 -0.9009 1.0861 0.1 0.1 0.0
H -2.0850 0.9773 -0.5714 0.1 0.0 0.1
H -0.4973 2.6213 0.0294 0.0 0.0 0.2
```
Forces are in eV/Å.

***

C5H7NOS | ωB97M-V with the def2-TZVPD basis set

Calculated values
Orbital gap, Eh: 0.3097
Relative energy (zero: lowest compared OMol25 entry of this formula, charge and spin), kcal per mole: 134.0
Total charge: 0
F_max, eV/A: 8.184

The geometry in XYZ format:
```
15
Properties=species:S:1:pos:R:3:forces:R:3
C 0.1738 1.1653 -2.7084 -1.6 1.1 -6.9
C 0.1908 0.6328 -1.4581 3.2 -2.1 3.1
C 1.2872 0.2080 -0.6733 -8.1 -0.2 1.2
C 0.5021 -0.3244 0.4887 1.9 -0.5 1.5
C -1.9611 -0.3089 1.0324 0.7 0.4 2.2
H -0.8515 0.7733 -3.2954 3.1 0.2 1.0
H -0.1812 2.1677 -2.7181 0.2 1.4 0.4
H 1.1618 1.1555 -3.2917 -1.7 -0.3 0.8
H 2.2814 0.0523 -0.8058 2.5 0.1 -0.6
H -3.0428 -0.5127 0.4297 3.4 0.8 1.9
H -1.7797 1.0078 1.8362 -1.0 -3.9 -2.3
H -1.5436 -1.1729 1.7440 -2.0 1.9 -0.8
N -0.8177 -0.3706 0.1570 -1.2 1.2 -0.5
O -1.0431 0.4010 -1.0028 1.2 -0.6 0.9
S 1.0542 -0.7701 2.0586 -0.6 0.4 -1.8
```
Forces are in eV/Å.